--- a ---
9
Properties=species:S:1:pos:R:3 method="wB97M-V/def2-TZVPD" orbital_gap_ev=9.59 spin_multiplicity=1 smiles=[O-][N+]#CF.C e_homo_ev=-10.1
C 0.8420 0.4911 -0.8828
C 1.0625 -2.8229 1.6865
N 0.2906 -3.3797 2.3656
O -0.7839 -3.6091 2.7610
F 2.3110 -2.5778 1.5750
H 1.3409 1.3656 -1.4503
H 0.1053 0.9776 -0.1493
H 0.3586 -0.0553 -1.6233
H 1.5817 -0.2814 -0.4630



--- b ---
9
Properties=species:S:1:pos:R:3 method="wB97M-V/def2-TZVPD" orbital_gap_ev=11.34 spin_multiplicity=1 smiles="NC(=O)CF" e_homo_ev=-10.4
C -0.5816 -0.1171 0.0177
C 0.7260 -0.8276 0.1181
H -1.4528 1.4651 -0.2348
H 0.3489 1.8185 0.0338
H 1.0449 -1.1967 1.1151
H 0.7397 -1.6729 -0.6895
N -0.4771 1.2447 0.1071
O -1.6332 -0.6487 -0.0704
F 1.6508 0.1924 -0.1362



--- c ---
9
Properties=species:S:1:pos:R:3 method="wB97M-V/def2-TZVPD" orbital_gap_ev="7.87 / 8.45" spin_multiplicity=1 e_homo_ev="-7.8 / -8.8"
C 0.0079 -0.0565 -0.2033
C 0.0443 1.2916 0.4049
N 3.1691 -0.0931 0.2638
O 2.8083 -0.8045 -0.5606
F -0.2516 2.4418 -0.2473
H -0.8836 -0.1074 -0.8676
H -0.0650 -0.8218 0.5844
H 0.8052 -0.5101 -0.9075
H 0.4740 1.4803 1.3451



Name the most stable of them. b.



--- a ---
44
Properties=species:S:1:pos:R:3 method="wB97M-V/def2-TZVPD" orbital_gap_ev=9.32 spin_multiplicity=1 total_charge=-2 e_homo_ev=-4.3
S 0.0707 0.0607 0.0129
O 0.5333 1.0641 0.8861
O 0.9333 -1.0802 0.2211
O -1.2041 -0.4037 0.4155
O 0.1730 0.4910 -1.4071
O 1.1607 2.1497 3.1963
H 1.1828 1.4583 3.8270
H 0.9195 1.6530 2.3843
O -2.8239 -2.4433 -0.4280
H -2.9818 -2.2641 -1.4756
H -2.1350 -1.9018 -0.0116
O 2.6233 2.5425 0.1670
H 2.6681 3.0780 -0.5856
H 1.7626 2.0238 0.5612
O 3.1308 -0.8215 1.3920
H 2.2139 -0.9389 0.9346
H 3.7650 -1.4489 1.0673
O -1.1589 -1.1943 -2.9681
H -0.7300 -1.7183 -3.6345
H -0.5761 -0.6131 -2.4783
O -3.3054 0.4965 -2.0197
H -3.9396 0.4737 -1.2677
H -2.5650 -0.1354 -1.8700
O 1.3565 -3.4817 -0.0118
H 1.2436 -2.4537 -0.0452
H 0.9386 -4.0358 0.6729
O -1.3022 -1.8084 2.5745
H -1.2118 -2.5419 1.9997
H -1.2518 -1.1316 1.9392
O -0.5626 3.4901 0.3850
H -1.2673 3.1194 -0.1427
H -0.3581 2.6212 0.8427
O -0.1314 2.0297 -3.4683
H -0.8267 1.4451 -4.0417
H 0.0267 1.4116 -2.8048
O 1.6639 -1.9556 3.5180
H 1.8096 -1.4875 2.7099
H 0.6369 -1.9105 3.5037
O -2.8714 1.2847 1.5694
H -2.2803 1.6439 2.3477
H -2.3498 0.5418 1.1865
O 2.5052 0.7821 -3.4967
H 1.9563 0.2083 -2.8608
H 2.5589 1.7010 -3.2963



--- b ---
44
Properties=species:S:1:pos:R:3 method="wB97M-V/def2-TZVPD" orbital_gap_ev=8.92 spin_multiplicity=1 total_charge=-2 e_homo_ev=-4.1
S -0.0705 0.0704 -0.1247
O 0.8615 -0.4976 0.7353
O -1.4555 -0.0636 0.3413
O 0.1635 1.4124 -0.4397
O 0.0755 -0.5716 -1.3887
O -1.8045 -0.3506 2.8463
H -0.9535 -0.8736 3.2023
H -1.6435 -0.2626 1.9113
O 0.1505 -2.8636 -2.3817
H 0.0635 -2.0496 -1.8787
H 0.8745 -3.4506 -1.9957
O 1.8425 -0.2726 -2.6637
H 1.0135 -0.3336 -2.1767
H 1.8695 -1.1926 -2.9847
O 3.0045 0.6724 1.7213
H 2.1275 0.1264 1.6583
H 3.3075 0.4354 2.5263
O -0.8035 2.7594 1.5893
H -1.5505 2.3024 1.3983
H -0.3715 2.3784 0.8273
O 0.4355 -1.0196 3.3513
H 0.2955 -0.8496 2.4543
H 0.8445 -0.3136 3.8043
O -1.0315 3.2664 -1.5327
H -0.4785 3.8454 -1.7547
H -0.4725 2.6124 -1.2827
O 3.6815 -0.6736 -0.4827
H 3.8945 -0.0616 0.2963
H 3.1285 -0.2196 -1.0577
O -1.7435 -0.4586 -3.3017
H -1.0205 -0.7316 -2.6557
H -1.9275 0.3744 -2.8847
O 1.9305 2.8874 -0.0427
H 2.4405 2.1674 0.6003
H 1.2335 2.3424 -0.2797
O 0.7985 -3.0956 0.8043
H -0.0055 -3.5976 0.6613
H 0.6025 -2.0776 0.5933
O -3.6115 1.3474 -0.0327
H -2.8515 0.6874 0.1173
H -3.5955 1.4164 -0.8927
O -2.9605 -2.1206 0.1743
H -3.8555 -1.7166 0.3463
H -2.4345 -1.3866 0.2733



Name the most stable of them. a.



--- a ---
13
Properties=species:S:1:pos:R:3 method="wB97M-V/def2-TZVPD" orbital_gap_ev="3.13 / 6.60" s_squared=0.754 spin_multiplicity=2 total_charge=-1 e_homo_ev="-0.2 / -3.7"
S 0.2568 5.1207 -0.7922
S 0.8505 6.5406 0.6849
H 1.2585 4.5504 -1.4498
H 1.1672 6.1419 1.9611
C -0.9711 -3.1897 -0.6579
C -0.6635 -2.0812 0.2879
C 0.5980 -1.7972 0.6148
H -0.0771 -3.7306 -0.9434
H -1.6718 -3.8928 -0.1863
H -1.4624 -2.7692 -1.5396
H -1.5277 -1.5315 0.6414
H 0.8830 -0.8930 1.1313
H 1.3597 -2.4684 0.2476



--- b ---
13
Properties=species:S:1:pos:R:3 method="wB97M-V/def2-TZVPD" orbital_gap_ev="2.78 / 7.29" s_squared=0.752 spin_multiplicity=2 total_charge=-1 e_homo_ev="1.0 / -3.5"
C -1.2038 -0.1055 2.6037
C -1.4851 -0.3742 1.0821
S -0.4502 0.6581 -0.0135
S 0.8520 -0.6608 -0.8075
C 1.8690 0.4416 -2.0097
H -0.1323 -0.3672 2.7446
H -1.0782 0.9323 2.9079
H -1.9311 -0.7169 3.1310
H -2.5079 -0.0434 0.8962
H -1.4442 -1.4643 1.0045
H 2.5466 0.9910 -1.3531
H 1.2944 1.1095 -2.6642
H 2.4829 -0.2507 -2.5989



Name the most stable of them. a.



--- a ---
85
Properties=species:S:1:pos:R:3 method="wB97M-V/def2-TZVPD" orbital_gap_ev="4.60 / 5.15" spin_multiplicity=1 total_charge=+2 e_homo_ev="-10.5 / -10.7"
C 0.4999 -1.4233 -3.0718
C -0.5031 -1.9201 -2.2059
C -1.8429 -1.9342 -2.6523
C -2.1570 -1.5274 -3.9432
C -1.1534 -1.0714 -4.8068
C 0.1769 -1.0259 -4.3698
P -0.1196 -2.5373 -0.5651
C -1.4535 -3.5588 0.0727
C -2.5327 -2.9149 0.7102
C -3.5139 -3.6847 1.3268
C -3.4587 -5.0813 1.2578
C -2.3809 -5.7151 0.6242
C -1.3487 -4.9549 0.0631
La -0.8566 0.2419 1.3047
P 0.1524 2.6749 -0.5371
C -1.2284 2.4191 -1.6441
C -1.0268 2.5934 -3.0298
C -2.0869 2.3957 -3.9099
C -3.3201 1.9309 -3.4349
C -3.4923 1.6794 -2.0738
C -2.4692 1.9403 -1.1614
C -0.1981 3.7560 0.8559
C 0.5930 3.6185 2.0118
C 0.2498 4.3128 3.1615
C -0.8372 5.1887 3.1682
C -1.6135 5.3373 2.0191
C -1.3041 4.6274 0.8624
C 1.7201 2.8882 -1.3789
C 2.6516 1.8296 -1.3694
C 3.8762 1.9800 -2.0133
C 4.1739 3.1693 -2.6939
C 3.2311 4.2034 -2.7419
C 2.0069 4.0773 -2.0749
C 1.5099 -3.2730 -0.4804
C 2.0908 -3.9699 -1.5561
C 3.3863 -4.4815 -1.4275
C 4.1100 -4.2894 -0.2427
C 3.5329 -3.5864 0.8212
C 2.2373 -3.1009 0.7150
H 1.4805 2.9753 1.9975
H 0.8496 4.1933 4.0598
H -1.0737 5.7443 4.0733
H -2.4673 6.0144 2.0329
H -1.9020 4.7342 -0.0439
H -0.0458 2.8965 -3.4049
H -1.9509 2.5952 -4.9724
H -4.1376 1.7540 -4.1358
H -4.4441 1.2842 -1.7119
H -2.6653 1.8242 -0.0778
H 2.3952 0.8889 -0.8702
H 4.5991 1.1609 -1.9902
H 5.1414 3.2818 -3.1912
H 3.4393 5.1142 -3.3066
H 1.2664 4.8799 -2.1089
H 1.5243 -4.1242 -2.4759
H 3.8286 -5.0377 -2.2522
H 5.1136 -4.7007 -0.1408
H 4.0910 -3.4343 1.7473
H 1.7728 -2.5893 1.5621
H -2.6106 -1.8072 0.7244
H -4.3276 -3.1871 1.8567
H -4.2552 -5.6777 1.6998
H -2.3327 -6.7989 0.5663
H -0.4749 -5.4226 -0.3922
H -2.6338 -2.2832 -1.9832
H -3.1961 -1.5586 -4.2810
H -1.4153 -0.7343 -5.8100
H 0.9628 -0.6811 -5.0456
H 1.5363 -1.3720 -2.7375
H 0.4991 1.4250 0.0982
H -0.0904 -1.6997 0.6676
F -0.7963 2.0213 4.9689
C -0.9097 0.7030 4.7121
F -1.4222 0.0902 5.7822
F -1.8987 0.6186 3.6742
C 0.3787 0.0603 4.1850
O 0.6215 0.2994 2.8213
C 1.5785 0.6110 4.9525
F 1.3568 0.6264 6.2911
F 2.6965 -0.1102 4.7209
F 1.8472 1.8766 4.5556
C 0.2406 -1.4461 4.3856
F 0.1763 -1.8201 5.6710
F -0.9099 -1.8847 3.7463
F 1.2635 -2.1170 3.7900



--- b ---
85
Properties=species:S:1:pos:R:3 method="wB97M-V/def2-TZVPD" orbital_gap_ev=7.78 spin_multiplicity=1 total_charge=+2 e_homo_ev=-13.8
C 3.1524 -1.0362 -2.9056
C 2.3865 0.1465 -2.8765
C 3.0448 1.3793 -3.0535
C 4.4040 1.4226 -3.3487
C 5.1331 0.2357 -3.4537
C 4.5168 -0.9903 -3.1897
P 0.6259 0.0881 -2.4231
C -0.1184 1.6365 -3.0889
C -0.4431 2.7108 -2.2282
C -0.9743 3.8894 -2.7636
C -1.1522 4.0136 -4.1476
C -0.8418 2.9479 -4.9988
C -0.3501 1.7516 -4.4666
La -0.5037 0.2260 0.3298
P 2.3319 -0.5353 0.8815
C 3.5965 0.7278 0.5223
C 4.9152 0.3860 0.1849
C 5.8629 1.3779 -0.0581
C 5.5020 2.7291 -0.0123
C 4.1707 3.0836 0.2450
C 3.2284 2.0965 0.5070
C 1.8829 -0.3766 2.6685
C 0.7568 -1.0852 3.1555
C 0.3453 -0.9169 4.4810
C 1.0746 -0.0909 5.3411
C 2.1643 0.6394 4.8562
C 2.5594 0.5132 3.5229
C 2.8600 -2.2605 0.6447
C 2.1196 -3.1378 -0.1874
C 2.4968 -4.4745 -0.3108
C 3.6058 -4.9551 0.3967
C 4.3210 -4.1039 1.2466
C 3.9438 -2.7640 1.3767
C -0.1301 -1.3476 -3.2788
C 0.3989 -1.8397 -4.4818
C -0.2122 -2.9152 -5.1361
C -1.3491 -3.5175 -4.5864
C -1.8678 -3.0575 -3.3668
C -1.2610 -1.9844 -2.7162
H 0.2152 -1.7976 2.5106
H -0.5566 -1.4278 4.8309
H 0.7796 0.0001 6.3874
H 2.7067 1.3162 5.5194
H 3.3883 1.1051 3.1344
H 5.1990 -0.6660 0.1113
H 6.8898 1.0983 -0.3093
H 6.2459 3.5008 -0.1996
H 3.8736 4.1366 0.2346
H 2.1911 2.3876 0.7054
H 1.2399 -2.7694 -0.7264
H 1.9219 -5.1481 -0.9553
H 3.9047 -5.9990 0.2948
H 5.1699 -4.4830 1.8160
H 4.4829 -2.1061 2.0598
H 1.2917 -1.3839 -4.9078
H 0.2056 -3.2831 -6.0749
H -1.8271 -4.3532 -5.0975
H -2.7446 -3.5364 -2.9212
H -1.6843 -1.6386 -1.7608
H -0.2630 2.6485 -1.1380
H -1.2464 4.7133 -2.0975
H -1.5441 4.9430 -4.5628
H -0.9843 3.0408 -6.0756
H -0.1357 0.9068 -5.1182
H 2.4855 2.3104 -2.9645
H 4.9032 2.3860 -3.4785
H 6.1933 0.2644 -3.7010
H 5.1052 -1.9124 -3.2003
H 2.6828 -1.9986 -2.7024
H 7.9142 -1.0023 -3.7990
H 7.6874 -1.7186 -3.8411
F -2.2723 0.7285 3.1843
C -3.0348 0.9842 2.0795
F -4.1098 1.6959 2.4030
F -2.1832 1.8603 1.2987
C -3.3279 -0.3058 1.2847
O -2.1401 -1.0141 1.0244
C -4.1858 -1.2347 2.1757
F -5.3285 -0.6468 2.6147
F -4.5104 -2.3491 1.4979
F -3.4523 -1.6054 3.2522
C -3.8988 0.0906 -0.0984
F -4.9107 0.9674 -0.0963
F -2.8457 0.7007 -0.8569
F -4.2235 -1.0058 -0.8144



Name the most stable of them. b.